Here is a molecular structure, C28H28NO5RuS2 from the Open Molecules 2025 dataset. Energies are from wB97M-V/def2-TZVPD.

Atoms and positions in Å:
Ru 0.63 0.60 0.28
O 0.62 4.18 2.78
C 0.36 3.46 1.81
O 0.95 2.36 1.53
C -0.71 3.94 0.86
C -1.73 4.74 1.38
C -2.74 5.26 0.59
C -2.72 5.00 -0.77
C -1.71 4.22 -1.31
C -0.69 3.66 -0.52
S 0.53 2.68 -1.33
H -1.69 4.95 2.45
H -3.53 5.86 1.03
H -3.50 5.39 -1.42
H -1.70 4.00 -2.38
O 3.66 -2.08 0.34
C 3.17 -1.16 1.02
O 2.59 -0.13 0.52
C 3.30 -1.20 2.51
C 4.51 -1.67 3.02
C 4.75 -1.71 4.39
C 3.73 -1.29 5.25
C 2.52 -0.85 4.75
C 2.25 -0.80 3.36
S 0.64 -0.39 2.84
H 5.26 -2.00 2.32
H 5.70 -2.06 4.77
H 3.89 -1.30 6.32
H 1.74 -0.53 5.42
O 1.84 -2.93 -1.64
C 2.30 -2.81 -2.95
C 3.15 -1.58 -3.22
C 2.58 -0.22 -2.77
C 1.16 -0.01 -3.19
C 0.85 0.34 -4.50
C -0.47 0.48 -4.88
C -1.46 0.26 -3.94
C -1.07 -0.05 -2.65
N 0.20 -0.18 -2.27
H 2.56 -2.72 -1.00
H 1.40 -2.79 -3.59
H 2.88 -3.69 -3.27
H 3.32 -1.55 -4.31
H 4.12 -1.70 -2.74
H 3.21 0.56 -3.20
H 2.67 -0.14 -1.69
H 1.66 0.51 -5.21
H -0.72 0.77 -5.90
H -2.51 0.37 -4.18
H -1.80 -0.18 -1.85
C -3.39 -2.26 2.47
C -3.56 -1.63 1.08
C -4.74 -0.65 1.11
C -3.83 -2.73 0.05
C -2.33 -0.91 0.73
C -1.30 -0.28 0.51
H -4.31 -2.77 2.77
H -3.14 -1.49 3.21
H -2.56 -2.97 2.47
H -5.66 -1.17 1.39
H -4.88 -0.19 0.13
H -4.55 0.16 1.82
H -4.74 -3.28 0.31
H -2.99 -3.42 0.01
H -3.95 -2.30 -0.94

## Properties
total charge = -2
HOMO energy (spin up / spin down) = -1.25 / -1.41 eV
LUMO level (spin up / spin down) = 4.5 / 4.5 eV
energy relative to the best compared isomer or geometry (same formula, charge and spin) = 25.6 kcal/mol
expectation value of S² = 8.764
spin multiplicity = 6

Mulliken population analysis, charges in e, atoms 1 to 2: Ru 1.232; O -0.764